(1)
{
  "formula": "C59H62F6MnN7O3",
  "method": "the ωB97M-V functional and the def2-TZVPD basis",
  "elements": ["Mn", "F", "F", "F", "F", "F", "F", "O", "O", "O", "N", "N", "N", "N", "N", "N", "N", "C", "C", "C", "C", "C", "C", "C", "C", "C", "C", "C", "C", "C", "C", "C", "C", "C", "C", "C", "C", "C", "C", "C", "C", "C", "C", "C", "C", "C", "C", "C", "C", "C", "C", "C", "C", "C", "C", "C", "C", "C", "C", "C", "C", "C", "C", "C", "C", "C", "C", "C", "C", "C", "C", "C", "C", "C", "C", "C", "H", "H", "H", "H", "H", "H", "H", "H", "H", "H", "H", "H", "H", "H", "H", "H", "H", "H", "H", "H", "H", "H", "H", "H", "H", "H", "H", "H", "H", "H", "H", "H", "H", "H", "H", "H", "H", "H", "H", "H", "H", "H", "H", "H", "H", "H", "H", "H", "H", "H", "H", "H", "H", "H", "H", "H", "H", "H", "H", "H", "H", "H"],
  "xyz": [[-0.80, 1.22, -0.42], [4.50, -0.39, 3.28], [-1.02, -1.25, -5.20], [-1.52, -0.18, -7.59], [-0.56, 2.26, -8.22], [1.51, 2.54, -4.04], [0.95, 3.63, -6.45], [1.35, 0.44, -0.53], [1.43, -1.70, -4.21], [0.61, 0.16, -3.30], [-1.55, -0.64, -0.74], [2.61, -3.43, -0.86], [4.26, -3.68, 5.87], [-1.93, 1.89, -1.99], [5.24, -3.26, 3.16], [-0.49, 0.68, 1.54], [-0.58, 3.17, 0.15], [1.99, -5.77, -1.55], [-4.11, 5.37, -3.83], [-2.03, 7.41, -0.18], [-0.15, 5.10, 1.37], [-0.05, 2.89, 2.52], [3.68, -4.40, 4.69], [-5.71, 1.56, -4.44], [5.83, -2.57, 4.31], [0.75, 1.87, -4.90], [2.36, -5.83, -0.10], [3.92, -3.24, 1.15], [-0.76, 0.48, -6.71], [4.39, -2.54, 2.26], [-0.77, 4.27, -0.63], [1.60, -1.52, -1.87], [0.39, 1.26, 5.13], [-1.32, 4.27, -1.89], [2.98, -4.81, -1.00], [-3.29, 1.96, -3.85], [0.29, 0.61, -4.55], [-0.57, -1.75, 1.18], [-0.48, -0.08, -5.48], [-2.37, -1.06, -1.77], [0.10, 0.71, 3.75], [-2.81, -4.74, 0.74], [-2.78, 3.23, -3.66], [-1.78, -2.94, -0.67], [-4.92, -3.07, -2.31], [-1.21, -1.76, -0.04], [-0.61, 6.88, -0.41], [-1.95, 3.16, -2.49], [-3.43, -3.30, -2.62], [-2.53, -2.50, -1.71], [2.63, -1.34, 0.35], [2.00, -2.81, -1.88], [1.18, -1.07, -3.22], [-0.45, 5.49, 0.11], [1.82, 1.76, 5.32], [4.86, -2.38, 5.48], [4.74, -4.56, 3.63], [-0.17, 1.49, 2.59], [3.12, -0.62, 1.43], [0.04, -0.60, 3.34], [1.75, 6.15, 2.64], [-0.33, -0.60, 1.97], [-1.03, -2.37, 4.80], [3.98, -1.21, 2.33], [0.47, 2.43, -6.13], [-0.28, 1.73, -7.04], [-0.23, 3.65, 1.39], [-4.25, 1.51, -4.91], [0.26, -1.83, 4.16], [-3.04, 4.46, -4.47], [1.77, -0.70, -0.66], [-2.74, 1.15, -2.82], [-1.65, -4.34, -0.17], [3.05, -2.67, 0.23], [0.23, 5.98, 2.53], [-2.93, -0.24, -2.71], [0.68, -2.60, 3.52], [0.21, 3.41, 3.43], [-1.39, 5.21, -2.42], [2.02, 6.81, 3.47], [0.11, 7.54, 0.10], [-5.54, -3.66, -2.98], [-3.23, -3.02, -3.66], [5.02, -4.31, 6.30], [-2.75, 6.75, -0.66], [5.58, -5.13, 4.02], [-3.83, 5.62, -2.81], [-0.37, 6.91, -1.48], [-3.20, -4.36, -2.51], [-0.16, 5.54, 3.45], [2.23, 5.18, 2.80], [-4.23, 6.29, -4.40], [-2.90, -4.03, 1.57], [-0.84, -3.28, 5.38], [1.61, -5.49, 0.61], [-6.39, 1.21, -5.22], [4.03, -4.97, -1.25], [2.01, 2.63, 4.69], [-1.76, -2.61, 4.01], [3.52, -3.53, 6.60], [-5.84, 0.94, -3.55], [-0.30, 2.09, 5.32], [-3.75, -4.71, 0.18], [2.97, -6.64, 0.25], [2.02, 2.03, 6.36], [-4.14, 2.15, -5.79], [0.17, 0.49, 5.87], [2.34, -6.55, -2.22], [-5.18, -2.02, -2.43], [6.22, -1.60, 4.00], [0.97, -1.60, 4.96], [-3.37, 4.18, -5.47], [-0.34, -2.71, 1.63], [4.31, -5.12, 2.80], [6.67, -3.17, 4.66], [-2.11, 5.03, -4.58], [4.06, -1.70, 5.20], [-1.61, -5.03, -1.02], [-4.01, 0.49, -5.22], [-5.15, -3.35, -1.28], [3.27, -5.35, 5.04], [-5.99, 2.59, -4.18], [2.54, 0.99, 5.02], [2.15, 6.57, 1.71], [-1.48, -1.62, 5.45], [5.38, -1.98, 6.35], [-0.24, 6.96, 2.41], [-5.07, 4.86, -3.80], [-2.15, 8.42, -0.59], [1.00, -5.39, -1.80], [-0.71, -4.45, 0.38], [-3.55, -0.70, -3.47], [4.30, -4.23, 0.98], [2.86, 0.43, 1.53], [1.87, -3.40, -2.78], [-2.25, 7.44, 0.89], [-2.69, -5.74, 1.16], [2.88, -3.78, 4.29]],
  "gap_ev": [3.6, 5.2],
  "total_charge": -1,
  "e_lumo_ev": [1.7589, 1.7124],
  "spin_multiplicity": 6,
  "relative_energy_kj_mol": 0.0,
  "s_squared": 8.82,
  "e_homo_ev": [-1.82, -3.46]
}

***

(2)
{
  "formula": "C22H33N8PdS",
  "method": "the ωB97M-V functional and the def2-TZVPD basis",
  "elements": ["Pd", "S", "N", "N", "N", "N", "N", "N", "N", "N", "C", "C", "C", "C", "C", "C", "C", "C", "C", "C", "C", "C", "C", "C", "C", "C", "C", "C", "C", "C", "C", "C", "H", "H", "H", "H", "H", "H", "H", "H", "H", "H", "H", "H", "H", "H", "H", "H", "H", "H", "H", "H", "H", "H", "H", "H", "H", "H", "H", "H", "H", "H", "H", "H", "H"],
  "xyz": [[-0.75, 0.69, -1.10], [-2.35, 2.31, -0.40], [0.62, 0.39, 0.81], [-0.38, -2.04, -1.78], [0.04, 0.74, -3.36], [-4.12, 2.11, 1.67], [-4.97, 1.23, 2.28], [-4.02, 0.35, 0.51], [2.40, -4.12, -4.12], [-3.68, -0.57, -0.49], [2.00, 2.09, -0.16], [-3.49, 1.61, 0.58], [1.88, -2.70, -2.23], [1.23, -1.65, 2.17], [3.31, 3.83, -1.36], [1.73, 1.16, 0.90], [-0.01, 0.32, 3.22], [1.48, -3.45, -3.33], [3.11, 2.89, -0.19], [0.92, -2.01, -1.49], [0.12, -3.46, -3.64], [0.25, -0.48, 1.92], [4.81, 1.94, 3.06], [4.05, 2.85, 0.84], [2.70, 1.18, 1.94], [-1.09, -1.13, 1.58], [-2.50, 0.93, -3.65], [-4.89, 0.17, 1.55], [-5.60, -1.11, 1.78], [-0.75, -2.74, -2.85], [-1.12, 0.82, -3.10], [3.83, 2.00, 1.91], [1.20, -1.39, -0.65], [-3.94, 3.01, 2.08], [4.32, 2.16, 4.01], [-4.89, -1.91, 2.00], [3.41, 3.27, -2.30], [-0.48, -0.33, 3.98], [4.93, 3.49, 0.82], [2.45, 4.50, -1.48], [3.28, -4.33, -3.67], [-2.96, 1.85, -3.30], [-2.70, -0.31, -0.75], [-0.24, -4.00, -4.51], [-6.18, -1.40, 0.90], [-1.86, -0.36, 1.57], [-6.27, -0.99, 2.63], [2.04, -4.90, -4.65], [-1.81, -2.72, -3.09], [-3.11, 0.11, -3.28], [4.20, 4.44, -1.23], [-2.48, 0.91, -4.74], [-1.35, -1.89, 2.33], [1.15, -2.37, 1.34], [-3.58, -1.47, -0.02], [2.92, -2.63, -1.96], [0.97, -2.17, 3.09], [2.27, -1.33, 2.23], [-0.69, 1.14, 2.99], [0.89, 0.75, 3.65], [5.25, 0.94, 3.15], [5.62, 2.65, 2.92], [2.60, 0.55, 2.81], [-1.04, -1.60, 0.59], [1.28, 2.17, -0.96]],
  "gap_ev": 5.3,
  "total_charge": -1,
  "e_lumo_ev": 2.6514,
  "spin_multiplicity": 1,
  "e_homo_ev": -2.70
}

***

(3)
{
  "formula": "C10H16O",
  "method": "the ωB97M-V functional and the def2-TZVPD basis",
  "elements": ["O", "C", "C", "C", "C", "C", "C", "C", "C", "C", "C", "H", "H", "H", "H", "H", "H", "H", "H", "H", "H", "H", "H", "H", "H", "H", "H"],
  "xyz": [[0.47, -2.63, 1.79], [1.79, -0.30, -1.38], [0.92, -1.88, 0.75], [-1.28, 2.14, 0.53], [2.28, 0.47, -2.57], [2.18, -1.31, 0.80], [0.50, -0.87, -1.40], [2.61, -0.55, -0.30], [0.06, -1.63, -0.34], [-3.11, 0.54, 1.07], [-1.76, 1.10, 1.54], [3.64, -0.08, -0.23], [-1.96, 3.02, 0.59], [-3.82, 1.38, 0.88], [-0.22, 2.43, 0.65], [-0.91, -2.08, -0.31], [-3.62, -0.15, 1.72], [2.83, -1.50, 1.60], [-0.17, -0.71, -2.28], [-0.99, 0.27, 1.62], [2.99, -0.13, -3.13], [2.80, 1.39, -2.19], [-1.36, 1.70, -0.52], [-3.00, 0.04, 0.11], [-1.90, 1.57, 2.55], [-0.39, -2.97, 1.66], [1.43, 0.74, -3.20]],
  "gap_ev": [10.5, 6.5],
  "total_charge": 1,
  "e_lumo_ev": [-3.7614, -7.8834],
  "spin_multiplicity": 2,
  "relative_energy_kj_mol": 49.9,
  "s_squared": 0.77,
  "e_homo_ev": [-14.27, -14.35]
}

***

| no. | molecular weight (g/mol) | E (Ha) |
| --- | --- | --- |
| 1 | 1086.12 | -4644.6783 |
| 2 | 548.05 | -1822.2394 |
| 3 | 152.24 | -465.5648 |